Entry from the Open Molecules 2025 dataset: a 2-piece molecular cluster, C4H8O3 overall (the ωB97M-V functional and the def2-TZVPD basis).

Its SMILES is CCC(=O)C=O.O. For the frontier orbital gap, the calculation gives 0.3410 Ha. The calculation puts the energy at -382.900276 Eh. The calculation puts the LUMO energy at -0.6 eV. For the relative energy (zero: lowest compared OMol25 entry of this formula, charge and spin), the calculation gives 1.756 eV. The calculation puts the HOMO energy at -9.851 eV.

Last columns: bonded neighbours and bond lengths (Å).
Atoms and positions in Å:
1 C 0.18295 -0.92842 -1.21886  C2 1.543, H8 1.090, H9 1.093, H10 1.096
2 C 0.89182 0.15699 -0.38148  C1 1.543, C4 1.506, H11 1.093, H13 1.100
3 O -1.78114 1.45296 -0.69768  H12 0.962, H14 0.968
4 C 0.35575 0.31467 1.01649  C2 1.506, O5 1.212, C6 1.543
5 O -0.01309 1.35767 1.51134  C4 1.212
6 C 0.34835 -0.96441 1.88012  C4 1.543, O7 1.202, H15 1.110
7 O -0.12592 -0.98348 2.98455  C6 1.202
8 H -0.47298 -0.45929 -1.95257  C1 1.090
9 H 0.91007 -1.55661 -1.73953  C1 1.093
10 H -0.45653 -1.58319 -0.61610  C1 1.096
11 H 0.84857 1.13165 -0.87397  C2 1.093
12 H -2.07264 2.22664 -1.19042  O3 0.962
13 H 1.94873 -0.11025 -0.23574  C2 1.100
14 H -1.36460 1.80905 0.10071  O3 0.968
15 H 0.80066 -1.86398 1.41315  C6 1.110

In the Mulliken picture, each atom carries the following charge in e: -1.010, -0.515, -0.611, 0.663, -0.604, -0.121, -0.412, 0.288, 0.312, 0.323, 0.314, 0.303, 0.405, 0.336, 0.330